Arrangement w

# C6H14NO

C6H14NO as an isolated structure (ωB97M-V/def2-TZVPD, OMol25).

Properties
**LUMO (alpha / beta)**: -0.062 / 0.006 hartree
**Multiplicity**: 2

Element x y z (Å)
O  -2.432  0.691  -0.283
N  2.915  -1.061  0.308
C  -3.056  -2.261  0.681
C  2.948  0.304  -0.097
C  -0.065  1.216  -0.594
C  0.458  0.052  0.227
C  -1.449  0.928  -1.201
C  1.789  0.353  0.917
H  -2.663  -1.344  0.217
H  1.883  -0.145  1.885
H  -2.373  -2.576  1.474
H  -1.700  1.789  -1.839
H  -0.159  2.127  0.003
H  -3.206  -3.040  -0.068
H  0.624  1.460  -1.413
H  -0.320  -0.246  0.970
H  0.583  -0.839  -0.431
H  -1.318  0.061  -1.885
H  3.860  0.848  0.208
H  1.783  1.434  1.228
H  -4.025  -2.026  1.123
H  2.628  0.558  -1.100

Arrangement x

# C6H14NO

One molecule with the formula C6H14NO (ωB97M-V/def2-TZVPD, OMol25).

Properties
**LUMO (alpha / beta)**: 0.005 / -0.080 hartree
**Multiplicity**: 2

Element x y z (Å)
O  3.202  -0.608  -0.225
N  -0.623  0.412  0.888
C  -3.053  0.494  -0.347
C  -1.352  -0.807  0.615
C  -2.307  -0.825  -0.571
C  1.913  -0.731  -0.652
C  1.581  1.666  0.433
C  0.843  0.395  0.016
H  -3.822  0.737  -1.101
H  1.444  -1.719  -0.387
H  -2.053  -1.003  1.434
H  1.912  1.539  1.481
H  -2.910  -1.742  -0.476
H  2.477  1.407  -0.162
H  0.665  -0.177  1.051
H  0.397  0.526  -1.009
H  -2.270  1.271  -0.356
H  -3.485  0.526  0.664
H  -1.759  -0.793  -1.532
H  -0.688  -1.745  0.615
H  1.256  2.669  0.189
H  1.842  -0.670  -1.792

arrangement w (30.8 kcal/mol below the next structure)

Arrangement w

# C4H8N2S2

One molecule with the formula C4H8N2S2 (ωB97M-V/def2-TZVPD, OMol25).

Properties
**LUMO**: -0.010 hartree
**SMILES string**: [H]/N=C\NCCSC=S

Element x y z (Å)
S  2.009  -0.331  0.676
S  1.583  -3.111  -0.195
N  -1.594  -1.168  1.460
N  -1.132  0.266  -0.435
C  1.544  -1.486  -0.544
C  -1.769  -0.738  0.264
C  -0.279  1.289  0.140
C  1.289  1.142  -0.167
H  1.392  1.050  -1.255
H  -2.502  -1.359  -0.295
H  1.855  1.994  0.186
H  -0.882  -0.569  1.907
H  -0.602  2.237  -0.242
H  -0.461  1.339  1.215
H  -1.523  0.474  -1.297
H  1.074  -1.028  -1.416

Arrangement x

# C4H8N2S2

One molecule with the formula C4H8N2S2 (ωB97M-V/def2-TZVPD, OMol25).

Properties
**LUMO**: 0.008 hartree
**SMILES string**: C=NSC(=S)N(C)C

Element x y z (Å)
S  -0.861  -1.113  -0.325
S  1.974  -1.296  0.133
N  -1.844  0.229  0.370
N  0.690  0.992  0.003
C  -0.619  1.864  -0.310
C  -3.103  -0.159  0.341
C  1.999  1.709  0.125
C  0.656  -0.281  -0.013
H  2.802  1.287  -0.700
H  1.803  2.767  -0.033
H  -1.352  1.235  -0.737
H  2.417  1.445  1.155
H  -0.290  2.671  -0.903
H  -3.817  0.561  0.594
H  -3.537  -1.133  -0.179
H  -1.352  2.360  0.405

arrangement w (71.6 kcal/mol below the next structure)

Arrangement w

# C9H14O

A 2-piece molecular cluster, C9H14O overall (ωB97M-V/def2-TZVPD, OMol25).

Properties
**LUMO (alpha / beta)**: -0.140 / -0.273 hartree
**Net charge**: +1
**Multiplicity**: 2

Element x y z (Å)
O  0.890  -3.075  1.185
C  -0.139  -1.467  2.477
C  -0.602  0.348  -2.727
C  0.956  -0.804  0.358
C  0.306  0.409  0.442
C  -1.012  2.060  1.823
C  0.588  -1.807  1.280
C  -0.752  -0.272  2.586
C  -0.521  0.693  1.532
C  0.839  0.262  -3.193
H  0.713  1.127  -0.256
H  -0.253  -2.292  3.171
H  -1.132  2.651  0.911
H  1.197  1.181  -3.624
H  -1.872  2.063  2.485
H  1.533  -1.062  -0.508
H  -0.861  -0.564  -2.186
H  1.494  -0.144  -2.449
H  1.261  -3.260  0.323
H  -1.201  0.090  3.499
H  -0.233  2.653  2.330
H  -1.347  0.579  -3.487
H  0.936  -0.497  -3.971
H  -0.790  1.129  -2.003

Arrangement x

# C9H14O

A 2-piece molecular cluster, C9H14O overall (ωB97M-V/def2-TZVPD, OMol25).

Properties
**LUMO (alpha / beta)**: -0.143 / -0.275 hartree
**Net charge**: +1
**Multiplicity**: 2

Element x y z (Å)
O  0.804  -1.632  -1.359
C  1.007  -3.030  2.538
C  0.372  -1.883  1.710
C  0.280  -0.446  -1.114
C  -1.315  3.237  0.164
C  1.223  0.614  -0.870
C  -1.600  0.880  -0.602
C  0.705  1.807  -0.477
C  -0.709  1.921  -0.247
C  -1.103  -0.327  -0.994
H  1.234  2.652  -0.054
H  -1.900  3.023  1.064
H  1.556  -2.685  3.409
H  -0.346  -2.298  1.004
H  0.135  -3.533  2.966
H  -1.806  3.760  -0.646
H  -1.688  -1.169  -1.338
H  1.541  -3.704  1.872
H  -0.621  3.963  0.609
H  2.274  0.419  -1.032
H  1.714  -1.695  -1.095
H  -0.241  -1.324  2.425
H  1.071  -1.164  1.297
H  -2.654  1.034  -0.417

Arrangement y

# C9H14O

A 2-piece molecular cluster, C9H14O overall (ωB97M-V/def2-TZVPD, OMol25).

Properties
**LUMO (alpha / beta)**: -0.153 / -0.286 hartree
**Net charge**: +1
**Multiplicity**: 2

Element x y z (Å)
O  -0.545  -2.972  1.632
C  0.677  -1.014  0.865
C  0.938  0.402  0.859
C  -0.302  0.353  2.994
C  -0.974  0.411  -3.497
C  -0.479  -0.916  2.825
C  0.415  1.063  2.008
C  -0.101  -0.805  -3.947
C  -0.263  -1.668  1.626
C  0.672  2.489  1.943
H  -1.787  0.695  -4.201
H  0.659  2.883  0.886
H  -0.723  1.507  -3.312
H  1.616  2.674  2.623
H  -0.138  3.086  2.456
H  -0.019  -3.575  1.137
H  -1.029  -1.521  3.570
H  1.764  0.741  0.131
H  -1.305  0.447  -2.434
H  -0.715  -1.739  -3.840
H  1.208  -1.556  0.014
H  0.377  -0.601  -4.924
H  0.696  -1.142  -3.251
H  -0.642  0.759  3.838

arrangement w (2.9 kcal/mol below the next structure)

Arrangement w

# C9H14O

A 2-piece molecular cluster, C9H14O overall (ωB97M-V/def2-TZVPD, OMol25).

Properties
**LUMO (alpha / beta)**: -0.138 / -0.274 hartree
**Net charge**: +1
**Multiplicity**: 2

Element x y z (Å)
O  -1.469  1.424  -2.293
C  2.013  0.512  1.956
C  0.519  0.581  -1.508
C  -1.070  -3.026  1.129
C  -1.140  1.612  0.078
C  1.037  0.754  0.817
C  0.038  -3.329  0.085
C  -0.743  1.169  -1.243
C  1.380  0.349  -0.459
C  -0.235  1.351  1.066
H  -2.066  2.156  0.152
H  0.427  -4.338  0.001
H  -0.763  -2.446  1.984
H  -1.739  -2.314  0.635
H  0.860  -2.625  0.264
H  2.431  1.344  2.525
H  2.301  -0.173  -0.665
H  0.797  0.416  -2.540
H  2.833  -0.061  1.552
H  -0.343  -3.046  -0.885
H  -0.288  1.848  2.030
H  -2.366  1.820  -2.191
H  -1.643  -3.876  1.481
H  1.341  -0.051  2.619

Arrangement x

# C9H14O

A 2-piece molecular cluster, C9H14O overall (ωB97M-V/def2-TZVPD, OMol25).

Properties
**LUMO (alpha / beta)**: -0.138 / -0.272 hartree
**Net charge**: +1
**Multiplicity**: 2

Element x y z (Å)
O  -0.859  1.770  -1.676
C  -2.586  1.222  -0.085
C  -2.639  -1.845  2.106
C  -2.960  0.301  0.848
C  -2.113  -0.772  1.246
C  -1.319  1.032  -0.702
C  -0.774  -0.815  0.776
C  3.707  0.340  -1.827
C  3.801  0.247  -0.309
C  -0.459  -0.036  -0.298
H  -1.376  2.582  -1.866
H  3.710  -0.637  -2.310
H  2.785  0.835  -2.097
H  3.400  -0.699  0.071
H  -3.526  -1.554  2.671
H  -2.884  -2.675  1.429
H  0.514  -0.097  -0.772
H  3.358  1.097  0.198
H  -3.291  1.957  -0.435
H  -0.010  -1.465  1.176
H  -3.945  0.316  1.295
H  -1.884  -2.207  2.800
H  4.525  0.886  -2.295
H  4.825  0.217  0.057

arrangement x (9.4 kcal/mol below the next structure)

Arrangement w

# C6H15NS

One molecule with the formula C6H15NS (ωB97M-V/def2-TZVPD, OMol25).

Properties
**LUMO**: 0.033 hartree
**SMILES string**: CCCN[C@H](C)CS

Element x y z (Å)
S  -1.285  -0.161  -2.509
N  0.787  0.590  0.507
C  -0.379  1.157  -1.602
C  -2.177  -1.538  1.705
C  2.278  1.069  -1.522
C  0.902  0.544  -0.939
C  -1.016  -0.542  2.023
C  0.358  -0.589  1.199
H  1.262  1.340  0.972
H  -1.730  -2.512  1.645
H  2.197  1.277  -2.549
H  -2.573  -1.192  0.754
H  0.355  -1.417  0.289
H  3.216  0.575  -1.364
H  0.175  1.931  -2.199
H  0.969  -0.471  -1.269
H  2.349  1.962  -0.897
H  -0.940  -0.510  3.089
H  1.166  -1.030  1.866
H  -3.074  -1.380  2.298
H  -0.173  -1.047  -2.768
H  -1.535  0.442  2.046
H  -1.134  1.502  -0.777

Arrangement x

# C6H15NS

A 2-piece molecular cluster, C6H15NS overall (ωB97M-V/def2-TZVPD, OMol25).

Properties
**LUMO**: -0.039 hartree

Element x y z (Å)
S  0.843  1.406  -3.684
N  -0.029  0.354  0.132
C  -1.356  -0.298  2.126
C  -0.862  -0.693  0.698
C  0.297  0.220  -1.292
C  -0.197  -0.265  3.118
C  1.299  -0.838  -1.636
C  0.684  1.565  -1.898
H  -1.848  0.669  2.035
H  1.658  1.979  -1.500
H  -0.601  0.097  4.154
H  1.044  -1.785  -1.142
H  -0.654  -0.074  -1.775
H  -2.138  -1.037  2.444
H  0.856  0.440  0.650
H  -0.451  -1.726  0.693
H  -1.780  -0.760  0.087
H  0.541  0.471  2.813
H  -0.076  2.348  -1.672
H  2.301  -0.519  -1.327
H  0.269  -1.242  3.223
H  1.291  -1.006  -2.726
H  -1.091  0.694  -3.522

arrangement w (4.3 kcal/mol below the next structure)

Arrangement w

# C8H15N2

An isolated ion of composition C8H15N2 and charge +1 (ωB97M-V/def2-TZVPD, OMol25).

Properties
**LUMO**: -0.116 hartree
**SMILES string**: C[C@@H]1C[C@]2(C)[C@@H]3CN1[NH2+][C@@H]32
**Net charge**: +1

Element x y z (Å)
N  1.624  -1.111  -0.439
N  0.142  -1.783  -0.074
C  0.221  0.236  -1.551
C  1.633  0.377  -1.016
C  0.498  1.062  -0.374
C  0.279  2.513  -0.534
C  -0.223  -0.974  1.136
C  -0.308  0.497  0.813
C  -0.476  -1.156  -1.320
C  -1.580  -1.601  1.686
H  -1.507  -2.667  1.641
H  0.573  -1.243  1.769
H  -0.536  2.727  -1.066
H  -0.004  1.154  1.701
H  -0.364  -1.702  -2.159
H  2.492  0.652  -1.700
H  1.153  3.038  -0.972
H  -1.440  -0.903  -1.213
H  0.227  2.882  0.432
H  -1.845  -1.208  2.649
H  -0.007  0.672  -2.567
H  2.083  -1.850  -1.061
H  -2.344  -1.535  0.879
H  -1.247  0.727  0.447
H  2.168  -1.026  0.537

Arrangement x

# C8H15N2

An isolated ion of composition C8H15N2 and charge +1 (ωB97M-V/def2-TZVPD, OMol25).

Properties
**LUMO (alpha / beta)**: -0.149 / -0.149 hartree
**Net charge**: +1

Element x y z (Å)
N  -2.429  -0.434  0.246
N  0.986  -2.001  -1.121
C  -0.311  0.885  0.318
C  2.060  1.175  -0.176
C  0.859  0.302  -0.519
C  1.306  -1.402  1.307
C  0.961  -1.117  -0.136
C  -3.569  -0.877  -0.038
C  -0.950  2.122  -0.123
C  -1.249  -0.230  0.263
H  2.103  2.099  -0.788
H  0.625  0.458  -1.596
H  -1.807  2.446  0.402
H  1.664  -0.445  1.710
H  0.652  -1.587  -1.955
H  -4.014  -0.821  -1.084
H  -4.304  -1.335  0.596
H  0.530  -1.895  1.904
H  2.933  0.617  -0.189
H  2.252  -1.984  1.236
H  -0.153  2.971  -0.203
H  -1.305  1.827  -1.173
H  1.214  -2.965  -1.126
H  1.915  1.388  0.844
H  0.031  0.803  1.399

arrangement x (17.5 kcal/mol below the next structure)

Arrangement w

# C5H6N2O3

One molecule with the formula C5H6N2O3 (ωB97M-V/def2-TZVPD, OMol25).

Properties
**LUMO**: 0.011 hartree
**SMILES string**: O=C(O)c1cc(CO)n[nH]1

Element x y z (Å)
O  2.571  1.352  1.392
O  -2.078  -2.451  -1.499
O  -2.621  -1.760  0.570
N  0.069  -0.645  -1.533
N  0.996  0.308  -1.292
C  -0.396  0.123  0.473
C  0.728  0.824  -0.089
C  -1.889  -1.710  -0.606
C  -0.786  -0.805  -0.459
C  1.575  1.887  0.494
H  2.069  0.960  2.326
H  -0.848  0.523  1.555
H  1.065  2.677  0.967
H  2.244  2.195  -0.436
H  0.454  -1.069  -2.290
H  -3.153  -2.408  0.427

Arrangement x

# C5H6N2O3

A 2-piece molecular cluster, C5H6N2O3 overall (ωB97M-V/def2-TZVPD, OMol25).

Properties
**LUMO (alpha / beta)**: -0.050 / -0.056 hartree
**SMILES string**: C=C(C)C#N.O=NC(=O)O

Element x y z (Å)
O  2.075  0.875  -0.131
O  1.548  -2.154  -0.921
O  0.927  0.636  -2.039
N  0.547  -1.941  2.093
N  1.255  -1.031  -0.636
C  -0.021  -1.283  1.334
C  1.539  0.169  -0.942
C  -0.673  -0.260  0.574
C  -0.751  1.073  1.089
C  -1.388  -0.551  -0.524
H  -0.048  1.268  1.996
H  -1.852  1.152  1.341
H  -1.642  -1.590  -0.763
H  0.731  1.567  -1.842
H  -0.405  1.822  0.351
H  -1.843  0.247  -0.980

Arrangement y

# C5H6N2O3

One molecule with the formula C5H6N2O3 (ωB97M-V/def2-TZVPD, OMol25).

Properties
**LUMO**: 0.030 hartree
**SMILES string**: COC(=O)[C@]1(C(N)=O)C=N1

Element x y z (Å)
O  2.620  -1.563  0.482
O  -1.038  0.590  -1.087
O  -0.397  1.293  0.937
N  -0.390  -1.998  -0.588
N  1.568  -0.442  2.047
C  1.596  -1.012  0.835
C  -2.033  1.603  -1.073
C  0.515  -1.486  -1.273
C  0.419  -0.860  0.020
C  -0.340  0.467  0.054
H  -2.775  1.488  -0.362
H  1.194  -1.581  -2.186
H  -1.598  2.547  -0.804
H  2.448  -0.546  2.544
H  0.782  -0.096  2.605
H  -2.570  1.596  -2.150

arrangement y (6.0 kcal/mol below the next structure)

Arrangement w

# C2H12N4

A 2-piece molecular cluster, C2H12N4 overall (ωB97M-V/def2-TZVPD, OMol25).

Properties
**LUMO**: 0.035 hartree
**SMILES string**: NCN.NCN

Element x y z (Å)
N  2.087  0.260  -1.142
N  -1.461  0.521  1.382
N  -1.809  0.988  -0.977
N  1.969  -0.818  0.914
C  1.427  -0.811  -0.422
C  -2.285  0.234  0.211
H  0.338  -0.720  -0.491
H  -3.281  0.636  0.374
H  3.066  0.011  -1.219
H  -0.462  0.389  1.203
H  1.473  -1.270  1.637
H  -1.566  -0.202  2.099
H  2.344  0.086  1.104
H  -2.345  -0.830  -0.033
H  -2.015  1.931  -0.647
H  -0.791  1.045  -1.024
H  1.715  0.346  -2.079
H  1.594  -1.796  -0.890

Arrangement x

# C2H12N4

A 2-piece molecular cluster, C2H12N4 overall (ωB97M-V/def2-TZVPD, OMol25).

Properties
**LUMO**: 0.033 hartree
**SMILES string**: NCN.NCN

Element x y z (Å)
N  -1.970  -0.684  -2.025
N  2.390  -0.477  0.154
N  -1.523  -0.507  0.416
N  1.073  1.135  1.417
C  2.160  0.921  0.451
C  -2.453  -0.423  -0.692
H  -1.859  -1.668  -2.228
H  -0.723  0.108  0.326
H  0.820  2.116  1.468
H  1.417  0.874  2.335
H  2.628  -0.983  0.999
H  -2.909  0.575  -0.657
H  3.101  1.342  0.805
H  -1.283  -1.468  0.606
H  -1.070  -0.245  -2.198
H  1.559  -0.924  -0.214
H  1.906  1.430  -0.480
H  -3.264  -1.121  -0.485

arrangement x (10.5 kcal/mol below the next structure)